CH6N4O2 | the ωB97M-V functional and the def2-TZVPD basis

Cartesian coordinates (Å):
N1 0.7899 1.6415 -0.7346
N2 -0.2504 1.1566 0.0864
C1 -0.0870 -0.0625 0.3676
N3 -0.9091 -0.5470 1.4286
O1 -1.5581 -1.7973 1.1465
N4 0.9394 -0.8743 -0.0405
O2 1.0033 -0.9178 -1.5032
H1 1.5003 2.0995 -0.0071
H2 0.3417 2.4294 -1.3346
H3 -1.6052 0.2248 1.6028
H4 -2.0895 -1.5812 0.4204
H5 0.6861 -1.8324 0.1996
H6 1.2386 0.0606 -1.6319

Values from the calculation:
total charge = 0
structure (SMILES) = NN=C(NO)NO
molar mass = 106.08 g mol⁻¹
lowest unoccupied orbital energy = 0.8 eV
electronic energy = -11184.984 eV
Kohn-Sham gap = 9.9528 eV
energy relative to the best compared isomer or geometry (same formula, charge and spin) = 4.027 eV
HOMO energy = -0.3368 Eh
F_max = 0.066 hartree/bohr